Entry 1:
The following is a DFT calculation (the ωB97M-V functional and the def2-TZVPD basis) of a molecular structure, C15H36N5O6V at a distorted geometry.

Cartesian coordinates (Å):
V 0.326 0.087 -0.676
O 1.880 -0.363 -1.975
H 2.090 0.539 -2.286
C -0.133 4.382 -1.079
C -0.021 3.153 -1.930
O 0.355 2.080 -1.466
N -0.314 3.292 -3.207
C -0.300 2.275 -4.203
H -0.632 4.272 -0.117
H -0.735 5.195 -1.487
H 0.811 4.908 -0.935
H -0.616 4.215 -3.484
H -0.604 1.325 -3.762
H 0.617 2.174 -4.783
H -1.016 2.551 -4.977
C -3.467 -1.377 -2.443
C -1.985 -1.697 -2.296
O -1.270 -0.866 -1.718
N -1.552 -2.924 -2.753
C -0.222 -3.409 -2.611
H -3.598 -0.564 -3.157
H -3.875 -1.189 -1.449
H -3.999 -2.158 -2.987
H -2.265 -3.594 -3.001
H 0.390 -2.655 -2.115
H 0.230 -3.705 -3.558
H -0.222 -4.260 -1.930
C 2.809 3.176 0.896
C 2.158 1.944 1.535
O 1.731 1.021 0.804
N 2.049 1.885 2.860
C 1.702 0.679 3.629
H 3.869 2.924 0.858
H 2.585 4.091 1.444
H 2.406 3.256 -0.114
H 2.180 2.732 3.394
H 2.422 0.582 4.442
H 1.735 -0.201 2.986
H 0.653 0.790 3.902
C -1.643 2.297 2.674
C -1.678 1.040 1.845
O -1.070 0.923 0.807
N -2.460 0.067 2.271
C -2.792 -1.142 1.505
H -0.730 2.841 2.436
H -1.676 2.032 3.731
H -2.558 2.843 2.446
H -3.136 0.263 2.996
H -2.003 -1.464 0.825
H -3.674 -0.903 0.911
H -3.124 -2.007 2.079
C 2.769 -2.282 1.172
C 1.243 -2.480 0.985
O 0.493 -1.527 0.712
N 0.737 -3.719 1.049
C 1.328 -4.912 1.623
H 3.281 -1.523 0.581
H 3.226 -3.214 0.839
H 3.002 -2.105 2.221
H -0.225 -3.780 0.748
H 1.901 -5.378 0.821
H 0.654 -5.689 1.982
H 1.968 -4.748 2.490

HOMO-LUMO gap (alpha / beta) = 6.40 / 8.15 eV
2S+1 = 4
LUMO (alpha / beta) = -0.065 / -0.065 Ha
DFT total energy = -2262.314584 Ha
net charge = +1

Entry 2:
The following is a DFT calculation (the ωB97M-V functional and the def2-TZVPD basis) of a molecular structure, C28H40Br51ClN3O4S at a distorted geometry.

Cartesian coordinates (Å):
C 5.275 -3.522 2.807
C 4.543 -4.135 1.490
O 5.166 -4.027 0.402
O 3.255 -4.757 1.442
C 2.211 -3.887 1.924
C 2.018 -2.552 1.078
N 0.822 -2.581 0.156
C 0.158 -1.297 0.109
N 0.658 -0.071 -0.402
C 1.910 -0.166 -1.193
C 3.075 0.857 -0.728
C 3.054 1.219 0.827
C 3.684 2.713 0.941
C 4.036 0.294 1.724
N -1.076 -1.262 0.680
Cl -1.735 -2.727 1.349
S -2.059 0.160 0.813
C -3.548 -0.038 1.877
O -1.221 1.339 1.419
O -2.537 0.555 -0.604
H 5.707 -4.352 3.500
H 4.620 -2.766 3.361
H 6.183 -2.925 2.445
H 2.502 -3.571 2.984
H 1.225 -4.457 2.007
H 1.804 -1.714 1.834
H 2.929 -2.222 0.490
H 1.099 -2.866 -0.792
H -0.028 0.409 -1.023
H 2.387 -1.187 -1.269
H 1.657 0.142 -2.269
H 4.075 0.396 -0.999
H 2.882 1.828 -1.298
H 2.024 1.292 1.293
H 3.126 3.434 0.251
H 3.683 3.079 2.012
H 4.753 2.639 0.566
H 4.940 -0.038 1.129
H 4.423 0.989 2.553
H 3.497 -0.548 2.256
H -3.223 -0.409 2.910
H -4.367 -0.674 1.416
H -3.983 1.004 2.026
C -4.544 3.936 4.242
Br -6.257 3.077 4.531
Br -3.371 2.861 3.124
Br -4.747 5.740 3.571
H -4.052 4.010 5.208
C -3.248 5.934 7.882
Br -4.959 5.086 8.211
Br -2.117 4.856 6.733
Br -3.452 7.736 7.204
H -2.740 6.010 8.841
C -0.143 1.207 -5.114
Br -1.031 0.622 -3.487
Br 0.092 -0.250 -6.369
Br -1.049 2.716 -5.923
H 0.851 1.547 -4.830
C -2.544 -3.565 -7.081
Br -1.622 -3.717 -5.381
Br -3.372 -1.826 -7.302
Br -1.384 -4.006 -8.570
H -3.346 -4.300 -7.073
C -4.112 -4.295 -1.574
Br -2.690 -5.572 -1.261
Br -3.546 -2.493 -1.135
Br -4.810 -4.412 -3.377
H -4.927 -4.552 -0.900
C 1.144 6.772 7.881
Br 1.534 7.841 6.313
Br 2.750 6.012 8.654
Br 0.109 7.763 9.189
H 0.527 5.939 7.552
C -5.361 -7.454 1.736
Br -3.938 -8.732 2.045
Br -4.815 -5.646 2.181
Br -6.059 -7.574 -0.069
H -6.174 -7.714 2.409
C 5.876 -7.782 2.619
Br 5.225 -8.855 1.139
Br 5.407 -5.901 2.418
Br 5.296 -8.485 4.329
H 6.962 -7.841 2.601
C 0.567 -7.690 -5.016
Br 0.964 -6.541 -6.524
Br 2.182 -8.344 -4.164
Br -0.618 -6.827 -3.747
H 0.039 -8.557 -5.406
C 2.916 2.464 10.843
Br 4.742 2.974 10.437
Br 2.004 3.823 11.880
Br 1.927 1.994 9.242
H 2.965 1.570 11.461
C -0.880 5.901 -8.303
Br -0.420 4.516 -9.579
Br -0.477 7.671 -8.983
Br -2.724 5.758 -7.718
H -0.256 5.747 -7.426
C 2.477 2.499 4.432
Br 2.511 0.736 5.240
Br 0.999 3.565 5.092
Br 4.172 3.416 4.634
H 2.316 2.357 3.366
C -2.171 4.371 -0.457
Br -2.150 2.596 0.383
Br -3.685 5.442 0.118
Br -0.490 5.299 -0.190
H -2.284 4.220 -1.530
C -6.826 5.872 -8.245
Br -7.462 4.843 -9.759
Br -7.317 7.741 -8.386
Br -7.402 5.102 -6.560
H -5.739 5.826 -8.263
C 1.026 11.169 3.604
Br 2.770 10.321 3.623
Br 0.764 12.243 2.013
Br -0.400 9.880 3.847
H 0.992 11.846 4.455
C 5.122 -6.515 -6.153
Br 6.034 -6.671 -4.450
Br 4.306 -4.771 -6.374
Br 6.285 -6.959 -7.638
H 4.315 -7.246 -6.150
C -5.304 -6.066 -9.278
Br -6.015 -4.594 -8.236
Br -4.733 -5.492 -11.038
Br -3.893 -7.003 -8.332
H -6.115 -6.776 -9.422

HOMO-LUMO gap = 6.36 eV
LUMO = -0.153 Ha
DFT total energy = -133688.297974 Ha
net charge = +1

Entry 3:
The following is a DFT calculation (the ωB97M-V functional and the def2-TZVPD basis) of a molecular structure, C25H41BrClF4IN4O4ReSi.

Cartesian coordinates (Å):
Re 0.288 -0.533 2.100
C 2.582 1.681 2.239
N 1.218 1.402 2.751
C 0.347 2.554 2.388
C 1.290 1.274 4.231
C -0.037 0.771 4.745
N -0.575 -0.173 3.743
C -2.011 -0.333 3.806
C -2.687 -0.060 2.523
F -1.794 0.317 1.501
C -4.003 0.584 2.481
F -4.465 0.934 1.291
C -4.639 0.790 3.629
C -4.018 0.438 4.899
F -4.751 0.645 5.977
C -2.784 -0.065 5.018
F -2.225 -0.349 6.194
H 2.955 2.606 2.685
H 2.550 1.795 1.159
H 3.251 0.868 2.507
H 0.753 3.470 2.822
H -0.665 2.404 2.760
H 0.312 2.652 1.306
H 1.546 2.234 4.683
H 2.091 0.573 4.459
H -0.750 1.585 4.890
H 0.076 0.269 5.706
H -5.634 1.217 3.652
O -0.447 -3.638 2.495
Cl -0.339 -2.732 1.389
O -1.528 -2.686 0.586
O -2.492 -1.355 2.916
O 0.829 -3.033 0.572
I 4.227 -3.991 5.284
C 3.376 -2.821 3.824
C 3.854 -2.593 2.539
N 3.010 -1.764 1.924
N 1.975 -1.448 2.737
C 2.194 -2.107 3.897
H 4.732 -2.971 2.040
H 2.962 -1.540 0.939
H 1.485 -2.040 4.707
C -1.524 -2.315 -2.792
C -1.653 -0.790 -2.894
C -2.595 -0.323 -1.774
C -2.281 -0.455 -4.270
Si 0.012 0.111 -2.865
Br 0.793 0.249 -0.251
C 1.534 -0.845 -3.465
C 2.836 -0.035 -3.463
C 1.780 -2.141 -2.682
C 1.189 -1.210 -4.933
C -0.002 1.996 -3.093
C 1.166 2.762 -2.454
C -1.289 2.664 -2.597
C 0.092 2.167 -4.633
H -2.532 -2.738 -2.843
H -1.088 -2.631 -1.847
H -0.955 -2.748 -3.613
H -3.568 -0.797 -1.934
H -2.752 0.752 -1.755
H -2.230 -0.650 -0.803
H -3.215 -1.018 -4.352
H -1.650 -0.759 -5.109
H -2.528 0.598 -4.385
H 3.131 0.274 -2.457
H 2.788 0.848 -4.098
H 3.632 -0.671 -3.858
H 2.056 -1.951 -1.643
H 2.611 -2.670 -3.158
H 0.924 -2.812 -2.677
H 1.024 -0.334 -5.562
H 0.320 -1.863 -5.012
H 2.040 -1.753 -5.354
H 1.046 2.846 -1.373
H 1.163 3.779 -2.858
H 2.141 2.332 -2.659
H -1.417 2.547 -1.518
H -2.184 2.296 -3.091
H -1.221 3.736 -2.806
H 1.069 1.879 -5.019
H -0.048 3.227 -4.866
H -0.674 1.616 -5.182

HOMO-LUMO gap (alpha / beta) = 6.47 / 6.34 eV
2S+1 = 2
LUMO (alpha / beta) = -0.289 / -0.295 Ha
DFT total energy = -5595.484647 Ha
net charge = +2

Entry 4:
The following is a DFT calculation (the ωB97M-V functional and the def2-TZVPD basis) of a molecular structure, C51H42N6O7P2RuS2 at a distorted geometry.

Cartesian coordinates (Å):
Ru 0.286 0.861 -1.656
O -2.074 1.052 0.361
P -2.514 2.446 0.029
C -2.895 2.647 -1.777
P -2.838 1.039 -2.621
O -1.469 0.459 -2.512
C -3.960 -0.071 -1.787
C -5.292 0.244 -1.569
C -6.170 -0.669 -1.041
C -5.686 -1.930 -0.684
C -4.341 -2.244 -0.847
C -3.486 -1.317 -1.428
C -3.272 1.096 -4.362
C -4.285 1.886 -4.886
C -4.637 1.731 -6.221
C -3.935 0.876 -7.057
C -2.895 0.106 -6.531
C -2.625 0.156 -5.164
C -4.052 2.850 0.841
C -4.670 1.826 1.565
C -5.914 2.032 2.136
C -6.553 3.250 1.959
C -5.948 4.266 1.201
C -4.671 4.072 0.653
C -1.239 3.651 0.400
C -0.606 3.508 1.634
C 0.339 4.437 2.053
C 0.698 5.476 1.213
C 0.133 5.600 -0.035
C -0.868 4.705 -0.429
H -2.157 3.303 -2.278
H -3.877 3.098 -1.885
H -5.683 1.194 -1.901
H -7.221 -0.417 -0.954
H -6.363 -2.721 -0.301
H -3.987 -3.238 -0.562
H -2.458 -1.545 -1.633
H -4.799 2.627 -4.273
H -5.432 2.386 -6.586
H -4.219 0.742 -8.087
H -2.320 -0.549 -7.166
H -1.849 -0.451 -4.738
H -4.145 0.885 1.638
H -6.381 1.238 2.692
H -7.526 3.492 2.375
H -6.473 5.196 0.965
H -4.189 4.858 0.108
H -0.958 2.700 2.284
H 0.795 4.317 3.028
H 1.394 6.237 1.553
H 0.351 6.447 -0.700
H -1.397 4.883 -1.327
C 3.207 -5.420 6.111
O 3.606 -4.744 4.927
C 3.280 -5.288 3.719
C 2.406 -6.374 3.491
C 2.081 -6.656 2.160
C 2.676 -5.954 1.061
C 3.664 -4.946 1.356
C 3.928 -4.650 2.642
N 2.140 -6.143 -0.152
N 2.662 -5.489 -1.180
C 2.256 -4.295 -1.521
C 2.899 -3.799 -2.745
C 2.683 -2.551 -3.209
C 1.789 -1.675 -2.515
O 1.537 -0.552 -2.991
C 1.154 -2.147 -1.282
N 0.314 -1.238 -0.747
C -0.354 -1.601 0.324
C -0.267 -2.868 0.873
C 0.515 -3.840 0.282
C 1.303 -3.458 -0.817
H 3.561 -4.801 6.934
H 3.609 -6.422 6.124
H 2.123 -5.427 6.216
H 1.918 -6.980 4.258
H 1.395 -7.439 1.919
H 4.136 -4.359 0.611
H 4.608 -3.857 2.817
H 3.564 -4.500 -3.235
H 3.215 -2.132 -4.067
H -0.955 -0.815 0.787
H -0.859 -3.085 1.746
H 0.557 -4.814 0.668
N 5.819 2.095 5.553
C 5.382 1.598 4.368
C 4.445 0.554 4.359
C 4.072 -0.033 3.167
C 4.669 0.409 1.987
C 5.616 1.418 1.971
C 5.987 1.994 3.163
S 4.353 -0.380 0.474
O 5.423 -0.133 -0.455
O 3.955 -1.738 0.705
N 3.001 0.434 0.036
C 2.943 1.410 -0.792
S 4.237 2.005 -1.929
C 3.042 2.817 -2.822
C 1.811 3.076 -2.069
N 1.777 2.053 -0.979
H 5.318 1.926 6.418
H 6.401 2.904 5.570
H 4.016 0.177 5.280
H 3.418 -0.886 3.118
H 6.088 1.757 1.066
H 6.754 2.747 3.186
H 3.336 3.419 -3.667
H 1.794 4.119 -1.738
O -0.174 3.230 -3.496
C 0.501 2.626 -2.733

HOMO-LUMO gap (alpha / beta) = 5.39 / 6.07 eV
2S+1 = 6
LUMO (alpha / beta) = -0.130 / -0.136 Ha
DFT total energy = -4397.572211 Ha
net charge = +1

Entry 5:
The following is a DFT calculation (the ωB97M-V functional and the def2-TZVPD basis) of 2 unconnected molecules or ions with the total composition C6H10N2O3P2 at a distorted geometry.

Cartesian coordinates (Å):
C 2.164 -1.111 -0.051
C 1.406 -0.068 -0.569
C 3.094 -0.696 0.898
C 2.784 1.504 0.647
C 1.688 1.283 -0.205
C 0.778 2.303 -0.618
N 3.475 0.529 1.152
N -2.826 -2.323 -1.073
O -2.490 -1.112 1.591
O -2.026 2.539 -1.168
O -1.036 0.656 0.310
P -2.636 0.423 1.086
P -0.836 1.876 -0.671
H 1.828 -2.216 -0.211
H 0.630 -0.127 -1.338
H 3.699 -1.470 1.418
H 3.133 2.478 0.971
H 1.069 3.175 -1.232
H -3.714 -2.588 -1.507
H -2.638 -1.425 -1.144
H -2.297 -2.831 -1.717
H -2.947 -1.824 1.119
H -2.304 1.026 2.310

HOMO-LUMO gap = 8.47 eV
LUMO = 0.005 Ha
DFT total energy = -1252.562290 Ha

Entry 6:
The following is a DFT calculation (the ωB97M-V functional and the def2-TZVPD basis) of a molecular structure, C4H8O2.

Cartesian coordinates (Å):
C -1.477 0.814 -0.572
C -0.508 0.267 0.496
O -0.434 -1.156 0.833
C 1.011 -1.063 0.860
C 0.961 0.193 0.004
O 1.076 -0.078 -1.375
H -1.391 0.281 -1.525
H -2.526 0.828 -0.268
H -1.209 1.858 -0.818
H -0.647 0.732 1.474
H 1.459 -1.948 0.400
H 1.480 -0.873 1.845
H 1.639 1.026 0.207
H 0.568 -0.882 -1.564

HOMO-LUMO gap = 11.02 eV
LUMO = 0.037 Ha
DFT total energy = -307.634798 Ha